Entry 1:
The following is a DFT calculation (wB97M-V/def2-TZVPD) of a cluster of 2 separate species, CH8N4 in total.

The geometry in XYZ format:
```
13
CH8N4 | the Open Molecules 2025 dataset | wB97M-V/def2-TZVPD
N -1.73 0.65 0.63
C -0.27 -1.20 -0.71
N -0.18 -0.65 0.47
H -2.21 0.66 -0.27
H -2.28 0.26 1.39
H -0.35 -0.63 -1.64
H -0.27 -2.29 -0.75
N 0.94 0.71 0.52
N 2.02 0.44 -0.31
H 1.81 0.76 -1.25
H 1.28 0.59 1.48
H -0.94 1.28 0.80
H 2.18 -0.58 -0.37
```

Properties
net charge = 0
2S+1 = 1
relative energy (zero: lowest compared OMol25 entry of this formula, charge and spin) = 132.36 kcal per mole
structure (SMILES) = C=NNN.N
orbital gap = 8.803 eV

Computed Löwdin charges, given in elementary charges: N 0.020; C -0.201; N -0.076; H 0.057; H 0.056; H 0.051; H 0.045; N -0.132; N -0.064; H 0.063; H 0.079; H 0.030; H 0.072


Entry 2:
The following is a DFT calculation (wB97M-V/def2-TZVPD) of an isolated molecule of C5H6O.

The geometry in XYZ format:
```
12
C5H6O | the Open Molecules 2025 dataset | wB97M-V/def2-TZVPD
C -0.23 1.44 -0.17
C -0.15 -0.07 0.11
C -1.47 -0.79 0.06
O -2.55 -0.24 0.02
C 1.06 -0.74 -0.35
C 2.18 -1.17 -0.34
H 0.44 2.01 0.48
H 0.05 1.67 -1.21
H -1.25 1.81 -0.03
H 0.19 -0.51 1.11
H -1.37 -1.88 0.24
H 3.11 -1.52 0.05
```

Properties
net charge = 0
2S+1 = 1
relative energy (zero: lowest compared OMol25 entry of this formula, charge and spin) = 65.33 kcal per mole
structure (SMILES) = C#C[C@@H](C)C=O
orbital gap = 10.500 eV

Computed Löwdin charges, given in elementary charges: C -0.032; C -0.337; C -0.238; O 0.060; C -0.142; C 0.108; H 0.081; H 0.090; H 0.074; H 0.175; H 0.130; H 0.031


Entry 3:
The following is a DFT calculation (wB97M-V/def2-TZVPD) of a structure of composition C15H34NO2P2Tc.

The geometry in XYZ format:
```
55
C15H34NO2P2Tc | the Open Molecules 2025 dataset | wB97M-V/def2-TZVPD
C 0.96 -1.68 -3.59
C 0.89 -1.33 -2.24
N -0.30 -1.19 -1.59
C -1.43 -1.60 -2.22
C -1.40 -2.02 -3.54
C -0.20 -2.07 -4.26
C 2.17 -1.33 -1.45
P 1.91 -0.69 0.32
Tc -0.33 -0.59 0.52
P -2.65 -0.50 0.06
C -2.74 -1.56 -1.49
O 2.67 3.67 -3.67
O -0.05 2.16 -1.40
H 1.96 -1.76 -4.03
H -2.36 -2.30 -3.97
H -0.18 -2.41 -5.30
C 2.86 -2.11 0.98
C 3.15 0.68 0.41
H -3.48 -1.10 -2.17
H -3.09 -2.57 -1.19
H 2.96 -0.81 -1.99
H 2.55 -2.35 -1.38
C -3.63 -1.46 1.29
C -3.77 0.86 -0.44
H -0.16 2.77 -2.14
H -0.38 2.66 -0.64
H 3.35 3.10 -3.20
H 2.57 3.24 -4.55
H -0.19 -2.01 1.12
H -1.38 -0.14 1.75
H 3.87 -2.15 0.56
H 2.89 -2.00 2.06
H 2.31 -3.02 0.71
H 4.17 0.28 0.34
H 2.97 1.43 -0.37
H 3.03 1.15 1.40
H -4.75 0.48 -0.78
H -3.93 1.53 0.41
H -3.30 1.43 -1.25
H -4.72 -1.39 1.14
H -3.31 -2.51 1.28
H -3.38 -1.02 2.27
C -0.07 2.67 2.35
C 0.59 1.43 2.90
C 0.70 1.57 4.44
C -0.10 0.06 2.61
H -1.12 2.73 2.62
H 0.01 2.72 1.26
H 0.44 3.56 2.76
H 1.61 1.39 2.50
H -0.31 1.60 4.87
H 1.23 0.70 4.87
H 1.22 2.50 4.72
H 0.60 -0.72 2.98
H -0.92 0.01 3.37
```

Properties
net charge = +1
2S+1 = 4
orbital gap (alpha / beta) = 6.187 / 7.569 eV

Computed Löwdin charges, given in elementary charges: C -0.012; C -0.303; N -0.033; C -0.312; C -0.017; C -0.015; C -0.249; P 0.748; Tc 0.740; P 0.753; C -0.252; O -0.107; O -0.095; H 0.127; H 0.123; H 0.124; C -0.259; C -0.235; H 0.096; H 0.108; H 0.098; H 0.086; C -0.248; C -0.251; H 0.035; H 0.010; H 0.064; H 0.048; H -0.039; H 0.014; H 0.060; H 0.045; H 0.047; H 0.055; H 0.050; H 0.022; H 0.059; H 0.050; H 0.047; H 0.058; H 0.052; H 0.039; C -0.081; C -0.507; C -0.085; C -0.324; H 0.086; H 0.037; H 0.089; H 0.076; H 0.086; H 0.083; H 0.086; H 0.053; H 0.067